Here is a structure of composition C11H6NO4S5TeV from OMol25. Energies are from ωB97M-V/def2-TZVPD.

## Properties
Energy relative to the best compared isomer or geometry (same formula, charge and spin) = 0.00 kcal/mol
Spin multiplicity = 3
Max |F| = 1.56 eV/Å
Charge = -2

Last column: Löwdin spin population.
CARTESIAN COORDINATES (ANGSTROEM)
1 V -1.3658 -0.5235 0.5385  1.952
2 O 0.5738 1.3432 -2.5219  0.017
3 C 0.1202 0.6029 -1.6703  0.007
4 O -0.7846 0.8297 -0.7834  0.002
5 C 0.6349 -0.8482 -1.5500  0.010
6 C 1.5801 -1.4810 -2.3317  -0.002
7 C 1.8745 -2.8111 -2.0520  0.013
8 C 1.2349 -3.4680 -1.0059  -0.002
9 C 0.3121 -2.7652 -0.2603  0.010
10 N 0.0522 -1.5035 -0.5618  -0.008
11 C -0.4791 -3.2477 0.9710  0.006
12 O -0.2989 -4.3734 1.3998  0.015
13 O -1.2380 -2.3125 1.4185  0.001
14 H 2.0607 -0.9297 -3.1288  0.000
15 H 2.6101 -3.3376 -2.6494  0.001
16 H 1.4388 -4.4995 -0.7505  0.000
17 S -3.0723 0.5279 1.7619  -0.032
18 S -4.9464 -0.0523 0.9524  0.006
19 S -4.5494 -1.8898 0.1664  0.002
20 S -3.0258 -1.4352 -1.1719  -0.010
21 Te 0.4523 0.3694 2.4003  0.007
22 C 0.8016 2.3728 1.8474  0.002
23 C -0.0597 3.2690 1.2712  0.001
24 C 0.5225 4.5554 1.0656  0.000
25 C 1.8160 4.6304 1.4948  0.001
26 S 2.3323 3.1074 2.0778  0.000
27 H -1.0698 2.9991 0.9945  0.000
28 H -0.0047 5.3893 0.6191  0.000
29 H 2.4776 5.4817 1.4586  0.000

=====

Here is an isolated molecule of C11H7BrN2O5S from OMol25. Energies are from ωB97M-V/def2-TZVPD.

## Properties
Energy relative to the best compared isomer or geometry (same formula, charge and spin) = 4.06 kcal/mol
Max |F| = 5.44 eV/Å
SMILES string = O=C1CN(S(=O)(=O)c2oc3ccccc3c2Br)C(=O)N1
Charge = 0

Last column: Löwdin charge in e.
CARTESIAN COORDINATES (ANGSTROEM)
1 O -2.9018 0.7761 -2.7639  0.124
2 C -2.7256 0.6284 -1.5885  -0.456
3 C -2.7395 1.6819 -0.5189  -0.011
4 N -2.3656 0.8314 0.6245  -0.085
5 S -1.3013 1.3577 1.8402  0.781
6 O -1.5354 0.6354 3.1234  -0.311
7 O -1.5509 2.8155 2.0197  -0.310
8 C 0.4204 1.0233 1.3479  -0.288
9 O 0.9249 0.5491 0.1472  0.070
10 C 2.2412 0.3153 0.3261  -0.215
11 C 3.1856 -0.2721 -0.5364  0.016
12 C 4.5185 -0.4336 -0.1304  -0.070
13 C 4.8769 -0.0351 1.1623  -0.075
14 C 3.9307 0.5255 2.0523  0.005
15 C 2.6023 0.6839 1.6041  -0.183
16 C 1.4301 1.2524 2.2291  -0.579
17 Br 1.1791 1.9624 3.9452  0.872
18 C -2.1260 -0.4485 0.2039  -0.560
19 O -1.4261 -1.3139 0.6726  0.125
20 N -2.5493 -0.5945 -1.0576  0.224
21 H -2.0436 2.5101 -0.6664  0.145
22 H -3.7609 2.0891 -0.4225  0.155
23 H 2.8098 -0.6023 -1.5130  0.122
24 H 5.2372 -0.9258 -0.7930  0.111
25 H 5.8823 -0.1988 1.5208  0.099
26 H 4.1795 0.7711 3.0797  0.109
27 H -2.1048 -1.2961 -1.6204  0.186

=====

Here is a structure of composition C11H7F5IrN2O3S3 from OMol25. Energies are from ωB97M-V/def2-TZVPD.

## Properties
Energy relative to the best compared isomer or geometry (same formula, charge and spin) = 37.94 kcal/mol
Max |F| = 0.56 eV/Å
Charge = -1

Last column: Löwdin charge in e.
CARTESIAN COORDINATES (ANGSTROEM)
1 Ir 0.6271 -0.1673 0.3341  1.072
2 S -0.1092 -2.9545 4.2233  0.374
3 C 0.7635 -2.4412 2.8883  -1.814
4 S 0.3648 -0.7572 2.5191  0.534
5 S 1.8266 -3.4068 1.9848  0.427
6 N 2.5384 -0.9658 0.2821  -0.155
7 C 3.5273 0.0645 0.6579  -0.129
8 C 2.9240 1.4666 0.7323  -0.639
9 O 3.6578 2.4289 0.8206  0.047
10 O 1.6229 1.5213 0.7211  -0.195
11 H 2.5252 -1.7838 0.9189  -0.091
12 H 2.7259 -1.3531 -0.6366  0.101
13 H 4.3654 0.0857 -0.0360  0.121
14 H 3.9206 -0.1650 1.6487  0.131
15 F -2.3967 3.9666 -3.9583  0.094
16 C -2.0889 3.1894 -2.9060  -0.158
17 C -2.8913 3.1805 -1.7744  -0.149
18 F -3.9815 3.9586 -1.7414  0.107
19 C -2.5821 2.3868 -0.6910  -0.139
20 F -3.3914 2.4140 0.3753  0.109
21 C -1.4490 1.5483 -0.6651  -0.292
22 O -1.1872 0.8056 0.3685  -0.210
23 C -0.6777 1.5896 -1.8337  -0.127
24 F 0.4329 0.7907 -1.9095  0.009
25 C -0.9719 2.3808 -2.9262  -0.154
26 F -0.1784 2.3565 -4.0049  0.110
27 C -1.9411 -3.7148 0.9546  -0.032
28 C -1.1776 -2.6428 0.3509  -0.203
29 N -0.4671 -1.8493 -0.0655  0.012
30 H -1.4909 -4.6675 0.6816  0.095
31 H -2.9841 -3.6752 0.6475  0.087
32 H -1.8562 -3.5900 2.0389  0.057

=====

Here is a structure of composition C11H8I2N4O3PdS from OMol25. Energies are from ωB97M-V/def2-TZVPD.

## Properties
E_tot = -1989.99842 a.u.
Spin multiplicity = 3
Max |F| = 0.51 eV/Å
Charge = 0

Last column: Löwdin spin population.
CARTESIAN COORDINATES (ANGSTROEM)
1 Pd 0.0992 1.5455 0.1023  0.865
2 I 0.3296 3.7187 -1.5630  0.046
3 C 0.7057 4.8288 0.2033  0.002
4 I 1.3831 3.5548 1.7559  0.070
5 H -0.2281 5.2735 0.5211  0.000
6 H 1.4664 5.5721 0.0020  0.001
7 N 0.8400 -0.2543 0.9884  0.079
8 C 0.8867 -1.2816 -0.0635  0.013
9 C 1.6509 -2.4209 0.1176  0.003
10 C 1.7311 -3.3583 -0.9007  0.002
11 C 1.0494 -3.1622 -2.0975  0.002
12 C 0.2837 -2.0139 -2.2659  0.001
13 C 0.1983 -1.0801 -1.2470  0.016
14 S 1.1154 -4.3825 -3.4071  0.000
15 O 2.3575 -5.0907 -3.1524  0.001
16 O 1.0973 -3.5722 -4.6140  0.000
17 O -0.0924 -5.1582 -3.1796  0.000
18 H 1.7760 -0.1253 1.3583  0.004
19 H 0.2591 -0.5624 1.7629  0.002
20 H 2.1940 -2.5660 1.0461  0.000
21 H 2.3376 -4.2490 -0.7981  0.000
22 H -0.2293 -1.8684 -3.2076  0.000
23 H -0.4356 -0.2051 -1.3963  0.006
24 N -2.0180 1.4370 0.7097  0.188
25 C -2.4933 1.8581 1.6801  0.013
26 C -3.0119 2.3933 2.8622  0.294
27 C -2.9866 1.6235 4.0500  0.024
28 N -2.9377 0.9939 5.0144  0.173
29 C -3.4872 3.7274 2.8663  0.025
30 N -3.8409 4.8244 2.8519  0.170